Entry 1:
Formula: C23H22N2O5S
Source: the OMol25 dataset
Level of theory: ωB97M-V with the def2-TZVPD basis set

Computed properties:
- SMILES string = CCOC(=O)c1ccc(NC(=O)c2ccccc2N(C)S(=O)(=O)c2ccccc2)cc1
- energy relative to the best compared isomer or geometry (same formula, charge and spin) (kJ/mol) = 223.3
- largest force on an atom (eV/A) = 1.2
- gap between HOMO and LUMO (eV) = 9.1

Each atom is followed by the atoms it is bonded to, with distances in Å.
CARTESIAN COORDINATES (ANGSTROEM)
1 C -4.21552 -1.91527 -6.23377  C2 1.517, H51 1.086, H52 1.087, H53 1.087
2 C -4.22112 -0.68466 -5.34668  C1 1.517, H3 1.096, H4 1.096, O5 1.427
3 H -5.11506 -0.65344 -4.71291  C2 1.096
4 H -4.19631 0.23667 -5.93985  C2 1.096
5 O -3.06531 -0.72590 -4.51135  C2 1.427, C6 1.341
6 C -2.87539 0.33447 -3.71346  O5 1.341, O7 1.209, C8 1.478
7 O -3.63007 1.27872 -3.68356  C6 1.209
8 C -1.65720 0.21422 -2.88503  C6 1.478, C9 1.393, C13 1.394
9 C -1.27157 1.30164 -2.10363  C8 1.393, C10 1.378, H50 1.079
10 C -0.15395 1.23545 -1.29954  C9 1.378, C11 1.395, H49 1.076
11 C 0.59491 0.05968 -1.25110  C10 1.395, C12 1.397, N16 1.391
12 C 0.21932 -1.02558 -2.04661  C11 1.397, C13 1.377, H15 1.081
13 C -0.89338 -0.95167 -2.85486  C8 1.394, C12 1.377, H14 1.079
14 H -1.18526 -1.79459 -3.46121  C13 1.079
15 H 0.80332 -1.93413 -2.01021  C12 1.081
16 N 1.72176 -0.07636 -0.44650  C11 1.391, C17 1.367, H48 1.012
17 C 1.98607 0.60979 0.70619  N16 1.367, O18 1.215, C19 1.488
18 O 1.36094 1.57846 1.08829  C17 1.215
19 C 3.17812 0.10756 1.44226  C17 1.488, C20 1.389, C24 1.402
20 C 4.38593 -0.05158 0.77456  C19 1.389, C21 1.383, H47 1.081
21 C 5.53948 -0.36997 1.46731  C20 1.383, C22 1.384, H46 1.079
22 C 5.48252 -0.52665 2.84171  C21 1.384, C23 1.383, H45 1.080
23 C 4.28253 -0.39812 3.51616  C22 1.383, C24 1.394, H44 1.078
24 C 3.10910 -0.09095 2.82826  C19 1.402, C23 1.394, N25 1.395
25 N 1.87153 -0.00372 3.46520  C24 1.395, S26 1.698, C40 1.447
26 S 0.58904 -0.92162 2.83478  N25 1.698, O27 1.435, O28 1.437, C29 1.791
27 O 0.03485 -1.66955 3.92705  S26 1.435
28 O 1.07228 -1.66707 1.70541  S26 1.437
29 C -0.67677 0.21800 2.27990  S26 1.791, C30 1.380, C34 1.381
30 C -0.81310 1.48396 2.81124  C29 1.380, C31 1.385, H39 1.077
31 C -1.83372 2.29780 2.34745  C30 1.385, C32 1.386, H38 1.079
32 C -2.70422 1.83735 1.37255  C31 1.386, C33 1.385, H37 1.080
33 C -2.56177 0.56079 0.85454  C32 1.385, C34 1.385, H36 1.079
34 C -1.54080 -0.25566 1.31226  C29 1.381, C33 1.385, H35 1.079
35 H -1.39189 -1.24950 0.92041  C34 1.079
36 H -3.23487 0.20564 0.08958  C33 1.079
37 H -3.49332 2.47807 1.00886  C32 1.080
38 H -1.94354 3.29594 2.74334  C31 1.079
39 H -0.11267 1.84125 3.54718  C30 1.077
40 C 1.82331 0.16666 4.90147  N25 1.447, H41 1.090, H42 1.087, H43 1.094
41 H 2.43040 1.02790 5.18054  C40 1.090
42 H 0.78668 0.34078 5.17828  C40 1.087
43 H 2.16391 -0.72317 5.43846  C40 1.094
44 H 4.26092 -0.54517 4.58358  C23 1.078
45 H 6.37833 -0.76336 3.39629  C22 1.080
46 H 6.47530 -0.48308 0.94231  C21 1.079
47 H 4.42268 0.11173 -0.29305  C20 1.081
48 H 2.18951 -0.97047 -0.52302  N16 1.012
49 H 0.13342 2.07704 -0.69328  C10 1.076
50 H -1.86707 2.20087 -2.14294  C9 1.079
51 H -5.08842 -1.90368 -6.87988  C1 1.086
52 H -4.23510 -2.81563 -5.62554  C1 1.087
53 H -3.31876 -1.92987 -6.84744  C1 1.087

What are the Löwdin partial charges on each atom? They are as follows, in elementary charge units:
1. C -0.065
2. C -0.226
3. H 0.129
4. H 0.128
5. O -0.013
6. C -0.456
7. O 0.108
8. C -0.134
9. C -0.008
10. C -0.001
11. C -0.214
12. C -0.006
13. C -0.006
14. H 0.118
15. H 0.116
16. N 0.145
17. C -0.437
18. O 0.087
19. C -0.096
20. C -0.020
21. C -0.078
22. C -0.072
23. C -0.006
24. C -0.207
25. N -0.193
26. S 0.723
27. O -0.265
28. O -0.257
29. C -0.275
30. C -0.064
31. C -0.058
32. C -0.067
33. C -0.070
34. C -0.060
35. H 0.121
36. H 0.112
37. H 0.108
38. H 0.108
39. H 0.111
40. C -0.087
41. H 0.106
42. H 0.082
43. H 0.094
44. H 0.106
45. H 0.106
46. H 0.103
47. H 0.119
48. H 0.145
49. H 0.113
50. H 0.124
51. H 0.077
52. H 0.076
53. H 0.077

Entry 2:
Formula: C23H22N4O4
Source: the OMol25 dataset
Level of theory: ωB97M-V with the def2-TZVPD basis set

Computed properties:
- SMILES string = COc1cc(/C=C2\C(=O)N(CCC#N)N=C2C)ccc1OCC(=O)Nc1ccccc1
- energy relative to the best compared isomer or geometry (same formula, charge and spin) (kJ/mol) = 347.5
- largest force on an atom (eV/A) = 0.9
- gap between HOMO and LUMO (eV) = 7.5

Each atom is followed by the atoms it is bonded to, with distances in Å.
CARTESIAN COORDINATES (ANGSTROEM)
1 C 4.82121 2.40414 1.70413  H2 1.092, O3 1.412, H52 1.092, H53 1.090
2 H 5.22965 2.69609 0.73392  C1 1.092
3 O 3.41598 2.53586 1.73496  C1 1.412, C4 1.364
4 C 2.66202 2.08888 0.68990  O3 1.364, C5 1.387, C9 1.410
5 C 1.40121 2.65812 0.58902  C4 1.387, C6 1.396, H51 1.079
6 C 0.48243 2.24961 -0.37866  C5 1.396, C7 1.394, C31 1.443
7 C 0.91169 1.35953 -1.36231  C6 1.394, C8 1.377, H30 1.076
8 C 2.17015 0.80524 -1.29184  C7 1.377, C9 1.392, H29 1.078
9 C 3.02724 1.08581 -0.23084  C4 1.410, C8 1.392, O10 1.374
10 O 4.18641 0.38585 0.00480  C9 1.374, C11 1.410
11 C 4.46901 -0.74533 -0.78770  O10 1.410, C12 1.542, H27 1.097, H28 1.095
12 C 3.36687 -1.82282 -0.82584  C11 1.542, O13 1.211, N14 1.351
13 O 3.32768 -2.61656 -1.73929  C12 1.211
14 N 2.52756 -1.77122 0.23207  C12 1.351, C15 1.405, H26 1.012
15 C 1.26323 -2.36669 0.37386  N14 1.405, C16 1.391, C20 1.388
16 C 0.42893 -1.86716 1.36916  C15 1.391, C17 1.380, H25 1.082
17 C -0.83743 -2.38877 1.53949  C16 1.380, C18 1.385, H24 1.079
18 C -1.27953 -3.41235 0.71796  C17 1.385, C19 1.384, H23 1.081
19 C -0.44862 -3.91018 -0.26993  C18 1.384, C20 1.383, H22 1.080
20 C 0.82363 -3.39649 -0.44697  C15 1.388, C19 1.383, H21 1.077
21 H 1.46721 -3.77499 -1.22321  C20 1.077
22 H -0.79089 -4.70598 -0.91554  C19 1.080
23 H -2.27267 -3.81680 0.85179  C18 1.081
24 H -1.48826 -1.98740 2.30137  C17 1.079
25 H 0.76955 -1.05480 1.99690  C16 1.082
26 H 2.71800 -1.05848 0.92543  N14 1.012
27 H 4.70155 -0.46790 -1.82319  C11 1.097
28 H 5.36956 -1.18107 -0.34353  C11 1.095
29 H 2.46428 0.09772 -2.04996  C8 1.078
30 H 0.26250 1.09711 -2.17934  C7 1.076
31 C -0.87409 2.73878 -0.32326  C6 1.443, C32 1.351, H50 1.085
32 C -1.97754 2.00538 -0.58622  C31 1.351, C33 1.456, C36 1.488
33 C -3.36315 2.44762 -0.52806  C32 1.456, N34 1.291, C46 1.483
34 N -4.17680 1.45551 -0.66986  C33 1.291, N35 1.364
35 N -3.44181 0.31446 -0.80851  N34 1.364, C36 1.371, C38 1.434
36 C -2.08855 0.53654 -0.79684  C32 1.488, N35 1.371, O37 1.215
37 O -1.25022 -0.33634 -0.90213  C36 1.215
38 C -4.07516 -0.96802 -0.91610  N35 1.434, H39 1.096, H40 1.095, C41 1.537
39 H -4.63484 -1.03358 -1.85656  C38 1.096
40 H -3.26680 -1.70601 -0.91787  C38 1.095
41 C -5.04324 -1.19972 0.25447  C38 1.537, C42 1.440, H44 1.092, H45 1.094
42 C -4.35210 -1.17228 1.51715  C41 1.440, N43 1.143
43 N -3.79936 -1.13907 2.51691  C42 1.143
44 H -5.54120 -2.16546 0.14129  C41 1.092
45 H -5.79391 -0.40405 0.25680  C41 1.094
46 C -3.83033 3.84438 -0.35367  C33 1.483, H47 1.086, H48 1.089, H49 1.089
47 H -4.91499 3.87143 -0.39810  C46 1.086
48 H -3.50268 4.23220 0.61026  C46 1.089
49 H -3.42017 4.48201 -1.13558  C46 1.089
50 H -1.00966 3.75805 0.02222  C31 1.085
51 H 1.12477 3.38420 1.33798  C5 1.079
52 H 5.14093 1.38624 1.93708  C1 1.092
53 H 5.19018 3.08395 2.47194  C1 1.090

What are the Löwdin partial charges on each atom? They are as follows, in elementary charge units:
1. C -0.072
2. H 0.100
3. O -0.068
4. C -0.197
5. C 0.062
6. C -0.207
7. C -0.011
8. C 0.013
9. C -0.188
10. O -0.068
11. C -0.081
12. C -0.471
13. O 0.080
14. N 0.149
15. C -0.214
16. C -0.028
17. C -0.095
18. C -0.108
19. C -0.079
20. C -0.012
21. H 0.100
22. H 0.102
23. H 0.097
24. H 0.073
25. H 0.114
26. H 0.142
27. H 0.141
28. H 0.144
29. H 0.123
30. H 0.122
31. C 0.066
32. C -0.056
33. C -0.294
34. N 0.162
35. N -0.088
36. C -0.358
37. O 0.087
38. C -0.126
39. H 0.129
40. H 0.121
41. C -0.154
42. C -0.227
43. N 0.169
44. H 0.124
45. H 0.116
46. C -0.027
47. H 0.080
48. H 0.084
49. H 0.085
50. H 0.128
51. H 0.132
52. H 0.089
53. H 0.095

Entry 3:
Formula: C23H22O2
Source: the OMol25 dataset
Level of theory: ωB97M-V with the def2-TZVPD basis set

Computed properties:
- energy relative to the best compared isomer or geometry (same formula, charge and spin) (kJ/mol) = 9.7
- largest force on an atom (eV/A) = 1.2
- gap between HOMO and LUMO (eV) = 2.6

Each atom is followed by the atoms it is bonded to, with distances in Å.
CARTESIAN COORDINATES (ANGSTROEM)
1 C -0.31288 -4.73919 0.10807  C2 1.519, H13 1.091, H14 1.089, H15 1.089
2 C 0.24353 -3.67646 1.04011  C1 1.519, O3 1.413, H16 1.101, H17 1.101
3 O -0.64429 -2.59220 1.22110  C2 1.413, C4 1.377
4 C -0.14068 -1.73044 2.17021  O3 1.377, C5 1.433, O12 1.228
5 C -0.76361 -0.44300 2.25729  C4 1.433, C6 1.403, H18 1.074
6 C -0.31778 0.60253 3.07904  C5 1.403, C7 1.410, C11 1.412
7 C 0.69130 0.41789 4.04658  C6 1.410, C8 1.369, H19 1.075
8 C 1.11555 1.45148 4.83693  C7 1.369, C9 1.383, H20 1.077
9 C 0.56667 2.71188 4.68262  C8 1.383, C10 1.385, H21 1.078
10 C -0.41043 2.93085 3.72584  C9 1.385, C11 1.372, H22 1.078
11 C -0.85312 1.90090 2.93518  C6 1.412, C10 1.372, H23 1.078
12 O 0.81184 -2.02386 2.88814  C4 1.228
13 H 0.45423 -5.43371 -0.23887  C1 1.091
14 H -1.09367 -5.32586 0.59069  C1 1.089
15 H -0.76658 -4.28058 -0.76918  C1 1.089
16 H 0.48477 -4.08958 2.03155  C2 1.101
17 H 1.17448 -3.24581 0.64126  C2 1.101
18 H -1.60162 -0.27472 1.60710  C5 1.074
19 H 1.11813 -0.56242 4.16078  C7 1.075
20 H 1.88709 1.28311 5.56890  C8 1.077
21 H 0.90900 3.52581 5.30039  C9 1.078
22 H -0.81787 3.91944 3.59145  C10 1.078
23 H -1.58930 2.07661 2.16822  C11 1.078
24 C 0.88004 0.45714 -2.10746  C25 1.422, C31 1.422, H37 1.078
25 C 0.08781 -0.61891 -2.59345  C24 1.422, C26 1.415, C30 1.411
26 C 0.72478 -1.86691 -2.79250  C25 1.415, C27 1.374, H38 1.077
27 C 0.04585 -2.95002 -3.29547  C26 1.374, C28 1.382, H39 1.078
28 C -1.29368 -2.84326 -3.61963  C27 1.382, C29 1.384, H40 1.077
29 C -1.95430 -1.64593 -3.40701  C28 1.384, C30 1.374, H41 1.077
30 C -1.29082 -0.55893 -2.89029  C25 1.411, C29 1.374, H42 1.072
31 C 0.62706 1.84387 -1.92051  C24 1.422, C32 1.415, C36 1.411
32 C 1.65619 2.62764 -1.34722  C31 1.415, C33 1.374, H43 1.077
33 C 1.51514 3.98173 -1.16519  C32 1.374, C34 1.382, H44 1.078
34 C 0.34520 4.61735 -1.53680  C33 1.382, C35 1.384, H45 1.078
35 C -0.68062 3.88013 -2.10127  C34 1.384, C36 1.374, H46 1.077
36 C -0.54713 2.52741 -2.30271  C31 1.411, C35 1.374, H47 1.071
37 H 1.88843 0.16832 -1.85977  C24 1.078
38 H 1.76830 -1.96247 -2.54388  C26 1.077
39 H 0.56040 -3.88692 -3.43797  C27 1.078
40 H -1.82408 -3.68968 -4.02336  C28 1.077
41 H -3.00174 -1.56658 -3.64328  C29 1.077
42 H -1.85603 0.32325 -2.66529  C30 1.072
43 H 2.57277 2.14523 -1.05152  C32 1.077
44 H 2.32360 4.55276 -0.73783  C33 1.078
45 H 0.23778 5.68109 -1.40222  C34 1.078
46 H -1.59114 4.37356 -2.39582  C35 1.077
47 H -1.33856 2.00745 -2.80298  C36 1.071

What are the Löwdin partial charges on each atom? They are as follows, in elementary charge units:
1. C -0.062
2. C -0.261
3. O -0.017
4. C -0.485
5. C 0.052
6. C -0.225
7. C -0.016
8. C -0.085
9. C -0.098
10. C -0.102
11. C -0.041
12. O 0.031
13. H 0.077
14. H 0.073
15. H 0.055
16. H 0.122
17. H 0.124
18. H 0.101
19. H 0.096
20. H 0.101
21. H 0.095
22. H 0.097
23. H 0.105
24. C 0.065
25. C -0.201
26. C -0.025
27. C -0.089
28. C -0.075
29. C -0.071
30. C -0.015
31. C -0.202
32. C -0.021
33. C -0.077
34. C -0.073
35. C -0.076
36. C -0.018
37. H 0.107
38. H 0.113
39. H 0.109
40. H 0.106
41. H 0.107
42. H 0.087
43. H 0.113
44. H 0.107
45. H 0.105
46. H 0.106
47. H 0.084